{
  "formula": "C7H9N4O2S",
  "method": "wB97M-V/def2-TZVPD",
  "spin_multiplicity": 1,
  "relative_energy_ev": 0.000,
  "charge": 1,
  "gap_ha": 0.34726,
  "smiles": "CS(=O)(=O)n1ncc2c(=[NH2+])cc[nH]c21",
  "max_force_ha_per_bohr": 0.0765,
  "symbols": ["C", "S", "O", "O", "N", "N", "C", "C", "C", "N", "C", "C", "N", "C", "H", "H", "H", "H", "H", "H", "H", "H", "H"],
  "xyz": [[-3.776, 0.963, -0.526], [-2.862, -0.366, 0.182], [-2.847, -1.577, -0.568], [-3.025, -0.385, 1.574], [-1.265, 0.208, -0.105], [-0.896, 1.499, 0.111], [0.416, 1.528, 0.195], [0.960, 0.271, -0.015], [2.253, -0.143, -0.050], [3.302, 0.631, -0.053], [2.415, -1.545, -0.142], [1.342, -2.355, -0.300], [0.068, -1.898, -0.461], [-0.174, -0.590, -0.187], [-3.451, 1.098, -1.641], [-4.773, 0.832, -0.254], [-3.518, 1.815, 0.177], [0.853, 2.464, 0.212], [4.153, 0.067, 0.096], [3.368, 1.556, 0.189], [3.320, -2.114, 0.067], [1.394, -3.365, -0.527], [-0.658, -2.550, -0.638]],
  "lowdin_charge": [-0.1184, 0.6455, -0.2634, -0.2259, -0.1385, 0.1142, -0.0249, -0.0839, -0.2603, 0.2301, 0.0331, -0.0096, 0.1697, -0.1380, 0.1348, 0.0506, 0.0960, 0.1143, 0.1543, 0.1038, 0.1393, 0.1280, 0.1492]
}

---

{
  "formula": "C7H9N4S",
  "method": "wB97M-V/def2-TZVPD",
  "spin_multiplicity": 1,
  "relative_energy_ev": 2.601,
  "charge": 1,
  "gap_ha": 0.31495,
  "max_force_ha_per_bohr": 0.1114,
  "symbols": ["C", "C", "C", "C", "C", "C", "C", "N", "N", "N", "N", "S", "H", "H", "H", "H", "H", "H", "H", "H", "H"],
  "xyz": [[-2.454, 0.333, -0.815], [-2.396, 0.414, 0.648], [-1.443, -0.073, -1.630], [-1.578, -0.110, 1.535], [0.200, -1.857, -1.523], [0.681, -0.025, -0.402], [2.315, 1.613, 1.061], [1.402, -2.089, -1.070], [1.738, -0.916, -0.413], [-0.286, -0.681, -1.109], [-1.041, -0.793, 2.331], [0.597, 1.543, 0.295], [-3.273, 0.796, -1.122], [-2.988, 1.070, 1.103], [-1.431, 0.124, -2.705], [3.033, 1.197, 0.197], [2.235, 0.974, 1.854], [2.379, 2.736, 1.202], [2.665, -0.801, -0.061], [-0.093, -0.874, 2.687], [-0.262, -2.581, -2.062]],
  "lowdin_charge": [-0.0069, -0.0950, -0.0682, -0.2344, -0.0732, -0.5064, -0.2644, 0.1351, 0.0692, -0.0368, 0.2411, 1.0190, 0.0733, 0.0756, 0.1382, 0.0979, -0.0098, 0.0745, 0.1403, 0.1057, 0.1253]
}

---

{
  "formula": "C7H9N6",
  "method": "wB97M-V/def2-TZVPD",
  "spin_multiplicity": 1,
  "relative_energy_ev": 2.415,
  "charge": 1,
  "gap_ha": 0.39251,
  "smiles": "N#CC(C#N)(C#N)[C@H]1C[NH2+]CNN1",
  "max_force_ha_per_bohr": 0.0970,
  "symbols": ["N", "C", "C", "C", "N", "C", "N", "C", "C", "N", "C", "N", "N", "H", "H", "H", "H", "H", "H", "H", "H", "H"],
  "xyz": [[-2.793, -1.788, -2.250], [-1.692, -2.082, -2.101], [-0.360, -2.435, -1.691], [-0.361, -3.674, -1.034], [-0.148, -4.643, -0.497], [0.492, -2.441, -2.878], [1.174, -2.187, -3.735], [0.158, -1.317, -0.710], [-0.090, 0.059, -1.219], [0.376, 0.966, -0.164], [-0.371, 0.678, 1.215], [-0.178, -0.686, 1.505], [-0.468, -1.647, 0.553], [1.245, -1.257, -0.614], [0.448, 0.259, -2.151], [-1.146, 0.318, -1.501], [1.379, 0.678, -0.020], [0.342, 1.979, -0.487], [-1.445, 0.591, 1.039], [0.040, 1.023, 2.156], [0.836, -0.907, 1.927], [-1.421, -1.744, 0.430]],
  "lowdin_charge": [0.2610, -0.1570, -0.3722, -0.1757, 0.2743, -0.1364, 0.2500, -0.2534, -0.1270, 0.0837, -0.0772, -0.0941, 0.0117, 0.1706, 0.1540, 0.1590, 0.1906, 0.2160, 0.1518, 0.1510, 0.2083, 0.1109]
}

---

{
  "formula": "C7H9NO",
  "method": "wB97M-V/def2-TZVPD",
  "spin_multiplicity": 1,
  "relative_energy_ev": 5.795,
  "charge": 0,
  "gap_ha": [0.27347, 0.27326],
  "max_force_ha_per_bohr": 0.0670,
  "symbols": ["C", "C", "C", "C", "C", "C", "C", "N", "O", "H", "H", "H", "H", "H", "H", "H", "H", "H"],
  "xyz": [[1.125, -1.288, 0.066], [1.738, 0.074, 0.027], [-0.196, -1.323, 0.955], [0.254, 0.368, 2.736], [-0.307, -0.902, -0.514], [-0.243, 0.453, -0.948], [-0.927, 1.150, -2.063], [-0.247, -0.607, 2.162], [0.903, 0.969, -0.517], [1.598, -2.203, -0.229], [2.676, 0.532, 0.300], [-0.518, -2.284, 1.181], [1.070, 1.009, 2.507], [0.064, 0.580, 3.795], [-0.918, -1.475, -1.072], [-0.908, 2.243, -1.916], [-1.892, 0.771, -2.201], [-0.411, 0.878, -2.977]],
  "lowdin_charge": [-0.0557, -0.0894, -0.2205, -0.0718, -0.1023, -0.2892, -0.0089, 0.0178, 0.0317, 0.1161, 0.1092, 0.1086, 0.0450, 0.0611, 0.1047, 0.1004, 0.0598, 0.0835]
}